i.
The following is a DFT calculation (ωB97M-V with the def2-TZVPD basis set) of 2 unconnected molecules or ions with the total composition C8H14O.

**M**: 126.20 g mol⁻¹
**Orbital gap**: 9.73 eV
**Charge**: 0
**Spin multiplicity**: 1

Each line ends with the Löwdin charge.
Element x y z (Å)
C -1.3886 1.0906 0.7770  -0.25
C -2.1172 2.1853 1.4291  -0.05
C -0.5108 0.1786 0.9538  0.07
C -1.3800 0.0633 -0.2579  -0.55
C -0.8349 0.2307 -1.5612  -0.09
C -2.3646 -1.1133 -0.2459  -0.05
C 3.3473 -1.4488 -0.0924  -0.07
C 3.5763 0.0342 -0.1052  -0.32
O 3.0232 0.9649 -0.6688  0.03
H -2.7015 1.6525 2.2788  0.11
H -2.6895 2.6667 0.5707  0.10
H 0.4444 -0.2698 1.2653  0.11
H -1.4669 -0.0548 -2.3849  0.06
H 0.0991 -0.4789 -1.8011  0.12
H -0.3347 1.2946 -1.7503  0.13
H -2.7760 -1.2572 0.7169  0.06
H -1.7937 -2.0512 -0.5615  0.10
H -3.1340 -1.0416 -0.9852  0.06
H 3.7866 -1.8405 0.8123  0.07
H 3.8482 -1.9968 -0.8882  0.08
H 2.3445 -1.8320 -0.1838  0.06
H 4.5062 0.2111 0.6109  0.13
H -1.4835 2.8127 2.0714  0.07

ii.
The following is a DFT calculation (ωB97M-V with the def2-TZVPD basis set) of a single C8H14O molecule.

**M**: 126.20 g mol⁻¹
**Orbital gap**: 9.59 eV
**Charge**: 0
**Spin multiplicity**: 1

Each line ends with the Löwdin charge.
Element x y z (Å)
C -0.8818 -0.3080 -0.4682  -0.52
C 2.5711 0.6289 1.3327  -0.15
C 1.5566 1.6644 0.9077  -0.11
C -1.0689 1.1872 -0.4287  -0.05
C -0.8667 -0.8265 -1.9150  -0.05
C -1.9733 -1.0235 0.3441  -0.05
C 0.5000 -0.7543 0.1706  -0.25
C 1.4151 0.0176 0.6764  -0.08
O 0.6267 -2.1274 0.1217  0.03
H 1.4703 -2.3554 0.5266  0.11
H 3.5111 0.6006 0.7870  0.10
H 2.6790 0.4433 2.3967  0.10
H 1.0547 2.1695 1.7252  0.10
H 1.8859 2.3328 0.1204  0.10
H -1.1945 1.6302 -1.4134  0.08
H -0.0854 1.6686 0.0715  0.07
H -1.8818 1.4881 0.2252  0.08
H -0.6417 -1.8910 -1.9386  0.08
H -1.7904 -2.0949 0.3710  0.08
H -1.8400 -0.6560 -2.3762  0.09
H -0.1089 -0.3011 -2.4972  0.09
H -2.9472 -0.8402 -0.1081  0.09
H -1.9898 -0.6529 1.3688  0.09

iii.
The following is a DFT calculation (ωB97M-V with the def2-TZVPD basis set) of a molecular structure, C8H14O.

**M**: 126.20 g mol⁻¹
**Orbital gap**: 9.83 eV
**Charge**: 0
**Spin multiplicity**: 1

Each line ends with the Löwdin charge.
Element x y z (Å)
C -0.2853 -2.1852 1.0372  -0.02
C -0.4136 -0.7266 0.4686  -0.48
C -1.8186 -0.4336 0.2194  -0.08
C 0.4447 0.3666 0.7000  -0.28
C 0.1024 1.6997 0.6924  -0.18
C 0.1300 2.1603 -0.7807  0.02
C 0.3152 -0.1482 -0.6570  -0.61
C 1.5189 -0.4507 -1.3085  -0.05
H -0.3803 -1.8919 2.4245  0.19
H 0.7579 -2.5339 0.9579  0.04
H -0.9825 -2.9191 0.5452  0.07
H -2.0886 0.1118 -0.7641  0.11
H -2.4813 -1.4401 -0.1522  0.14
H -2.4557 0.0559 1.0856  0.12
H 1.4851 0.0532 1.2275  0.21
H -0.9239 2.0606 1.0761  0.14
H 0.8418 2.2484 1.3815  0.15
H -0.3434 3.0290 -1.0780  0.08
H 1.3203 1.9209 -1.2323  0.17
H 2.2540 0.4486 -1.0751  0.10
H 1.5255 -0.6342 -2.6001  0.16
H 1.9184 -1.5710 -0.8284  0.15
O -0.4410 0.7794 -1.3399  -0.14

iv.
The following is a DFT calculation (ωB97M-V with the def2-TZVPD basis set) of a single C8H14O molecule.

**M**: 126.20 g mol⁻¹
**Orbital gap**: 10.51 eV
**Charge**: 0
**Spin multiplicity**: 1

Each line ends with the Löwdin charge.
Element x y z (Å)
C -2.0861 0.1597 -0.0119  -0.17
C -1.3589 1.5264 0.0001  -0.13
C 0.0094 0.8833 0.1678  -0.40
C 1.4800 1.3304 -0.0150  -0.11
C 2.2517 -0.0109 0.1338  -0.15
C 1.2226 -1.2208 -0.3600  -0.08
C -0.0208 -1.3301 0.5685  -0.30
C -1.3256 -1.2953 -0.2815  -0.10
H -2.3453 -0.0146 1.0064  0.09
H -3.0452 0.0960 -0.4250  0.08
H -1.6891 2.0473 0.9214  0.11
H -1.1748 2.3297 -0.9092  0.17
H -0.2854 0.4428 -0.8535  0.12
H 1.7458 1.5540 -1.1290  0.14
H 1.6902 2.1171 0.7490  0.12
H 3.1591 -0.0683 -0.4049  0.09
H 2.4724 0.0460 1.0832  0.04
H 1.8299 -2.0636 -0.1471  0.08
H 1.1013 -0.8707 -1.4752  0.15
H -0.1740 -2.2331 1.2252  0.16
H -1.2853 -1.5278 -1.3114  0.08
H -2.2009 -1.8180 0.2110  0.12
O 0.0290 -0.0796 1.2573  -0.10

Relative energies, in kJ/mol, with the most stable structure set to zero: i 147.7; ii 0.0; iii 447.5; iv 203.9.

i.
The following is a DFT calculation (ωB97M-V with the def2-TZVPD basis set) of a single C4H4ClIO molecule.

**M**: 230.43 g mol⁻¹
**Orbital gap**: 9.40 eV
**Charge**: 0
**Spin multiplicity**: 1

Each line ends with the Löwdin charge.
Element x y z (Å)
C 1.3260 0.6209 0.2720  -0.56
C 0.0958 0.1064 0.1455  -0.38
C -1.1935 1.1058 0.1094  -0.79
C -0.3655 -1.2187 -0.2756  -0.11
O -2.2482 0.7464 -0.2631  0.08
Cl -0.6642 2.6073 0.7252  0.76
I 3.0328 -0.6417 0.0441  0.80
H 1.6829 1.5707 0.4148  -0.03
H 0.4621 -1.8700 -0.7596  0.08
H -0.8292 -1.8718 0.4215  0.08
H -1.2991 -1.1554 -0.8343  0.08

ii.
The following is a DFT calculation (ωB97M-V with the def2-TZVPD basis set) of a single C4H4ClIO molecule.

**M**: 230.43 g mol⁻¹
**Orbital gap**: 9.71 eV
**Charge**: 0
**Spin multiplicity**: 1

Each line ends with the Löwdin charge.
Element x y z (Å)
C -0.3004 -1.0052 1.0113  -0.65
C 0.0073 -0.1524 0.0522  -0.30
C 1.7520 0.0993 -0.4142  -0.74
C -0.9029 0.8198 -0.6977  -0.07
O 1.9644 0.4484 -1.5010  0.08
Cl 2.8036 -0.1081 0.9645  0.68
I -2.2334 -1.5307 1.6815  0.78
H 0.4400 -1.7389 1.5111  0.05
H -0.5981 1.7568 -0.5980  0.03
H -0.9893 0.5487 -1.7099  0.07
H -1.9432 0.8625 -0.2998  0.07

Relative energies, in kJ/mol, with the most stable structure set to zero: i 0.0; ii 39.0.